Formula: C5H6N
Source: the Open Molecules 2025 dataset
Level of theory: the ωB97M-V functional and the def2-TZVPD basis

* molecular weight: 80.11 g mol⁻¹
* net charge: +1
* energy relative to the best compared isomer or geometry (same formula, charge and spin): 399.9 kJ/mol

Last columns: bonded neighbours and bond lengths (Å).
Element x y z (Å)
1 C 0.70625 1.21076 0.10622  C2 1.385, N6 1.176
2 C -0.66034 1.29953 -0.10265  C1 1.385, C3 1.539, H7 1.124, H8 1.234
3 C -0.92201 -0.20313 0.10179  C2 1.539, C5 1.549, H9 1.202, H10 1.104
4 C 1.60411 -0.79658 -0.02813  C5 1.348, N6 1.344, H11 1.152
5 C 0.30054 -1.13309 -0.09745  C3 1.549, C4 1.348, H12 1.133
6 N 1.67292 0.54127 0.08092  C1 1.176, C4 1.344
7 H -1.25733 1.86941 0.66013  C2 1.124
8 H -1.05782 1.75415 -1.17843  C2 1.234
9 H -1.28256 -0.58410 1.18303  C3 1.202
10 H -1.75514 -0.41841 -0.59043  C3 1.104
11 H 2.63512 -1.31054 -0.01810  C4 1.152
12 H 0.01626 -2.22925 -0.11690  C5 1.133